[1]
13
Properties=species:S:1:pos:R:3:forces:R:3:mulliken_charge:R:1 method="wB97M-V/def2-TZVPD" gap_ev=11.6480 charge=+1 e_above_lowest_kcal_mol=30.9 max_force_ev_per_a=4.94 homo_ev=-15.545 smiles="C=C[NH2+]CO" lumo_energy_ev=-3.90
C -0.0385 -2.1338 -0.9110 0.1 0.3 0.0 -0.735
C -0.4464 -1.1110 -0.1881 -0.5 -0.5 -0.2 0.141
C -0.2861 1.3444 0.3603 -0.7 0.7 0.1 -0.359
N 0.3785 0.0689 0.0116 3.7 -0.9 3.2 -0.299
O 0.7010 2.0785 1.0031 0.2 -0.2 -0.1 -0.504
H -0.6553 -3.0056 -1.0299 -0.2 -0.1 0.1 0.267
H 0.9196 -2.1549 -1.4045 0.2 0.1 -0.1 0.256
H -1.3918 -1.0827 0.3314 0.0 0.1 0.1 0.272
H -0.6400 1.8254 -0.5640 0.1 -0.3 0.1 0.378
H -1.1449 1.1318 1.0159 0.3 -0.2 -0.2 0.331
H 1.1730 -0.1390 0.9386 -2.9 0.9 -3.1 0.465
H 1.0205 0.2049 -0.7795 -0.2 0.0 0.1 0.445
H 0.4105 2.9731 1.2163 -0.1 0.0 0.0 0.342


[2]
13
Properties=species:S:1:pos:R:3:forces:R:3:mulliken_charge:R:1 method="wB97M-V/def2-TZVPD" gap_ev=12.2936 charge=+1 e_above_lowest_kcal_mol=64.7 max_force_ev_per_a=5.53 homo_ev=-15.525 smiles=C[N@H+]1C[C@@H]1O lumo_energy_ev=-3.23
C 0.3455 -0.8922 -0.7188 0.4 3.6 -2.1 -0.573
C 0.8680 0.3947 -0.1402 5.0 -1.9 1.2 0.166
C -1.6582 0.3670 0.2793 -0.4 -4.1 1.2 -0.940
N -0.2820 -0.2693 0.4058 -2.7 0.8 1.4 0.025
O 2.2372 0.0263 0.6713 -2.6 2.7 -2.3 -0.517
H 0.0675 -0.6980 -1.7442 -1.4 -0.4 0.2 0.296
H 0.9369 -1.6952 -0.5847 1.7 -2.7 0.9 0.326
H 0.7584 1.3533 -0.6816 0.1 -0.6 0.8 0.383
H -2.3408 0.0259 1.1013 0.8 -0.1 -0.8 0.330
H -1.6004 1.3519 0.3569 0.6 4.4 0.3 0.416
H -2.0255 0.0843 -0.6643 -0.7 -0.3 -1.1 0.366
H -0.2655 -0.7533 1.3026 0.9 0.0 -0.1 0.373
H 2.9591 0.7046 0.4166 -1.9 -1.3 0.5 0.350


[3]
14
Properties=species:S:1:pos:R:3:forces:R:3:mulliken_charge:R:1 method="wB97M-V/def2-TZVPD" gap_ev=11.5212 charge=+1 e_above_lowest_kcal_mol=15.6 max_force_ev_per_a=2.14 homo_ev=-15.485 smiles="C[C@@H]([NH3+])C(=O)O" lumo_energy_ev=-3.96
O -1.1792 -1.6864 0.7474 0.1 -0.4 0.0 -0.450
C -0.4891 -0.7567 1.0017 -0.5 1.2 -0.2 0.388
O -0.5370 -0.0369 2.1508 -0.3 -0.2 -0.4 -0.468
C 0.4408 -0.0502 0.0009 0.1 -2.1 0.0 0.226
C 0.4164 -0.7363 -1.3616 -0.2 -0.1 0.4 -1.338
N 0.0590 1.3835 -0.1055 0.6 0.5 -0.1 -0.284
H -1.3344 -0.3401 2.6190 0.2 0.0 0.4 0.378
H 1.4496 -0.1591 0.4006 0.0 0.6 0.2 0.248
H 0.4794 -1.8189 -1.2393 0.1 0.1 0.2 0.353
H -0.5566 -0.5774 -1.8289 0.2 0.2 -0.4 0.420
H 1.2845 -0.4385 -1.9450 -0.3 0.2 -0.3 0.406
H -0.6806 1.5480 -0.7937 -0.1 -0.2 0.0 0.380
H 0.8887 1.8838 -0.4355 -0.2 0.3 0.1 0.375
H -0.2414 1.7850 0.7891 0.1 -0.1 0.1 0.365


[4]
14
Properties=species:S:1:pos:R:3:forces:R:3:mulliken_charge:R:1 method="wB97M-V/def2-TZVPD" gap_ev=11.2034 charge=+1 e_above_lowest_kcal_mol=75.1 max_force_ev_per_a=3.78 homo_ev=-14.966 lumo_energy_ev=-3.76
C 2.7398 -0.5799 0.1025 -3.5 -0.3 -0.1 0.256
C -0.4817 -0.3336 0.0491 3.7 -0.7 0.0 0.187
C 3.4786 0.4444 -0.1109 0.3 0.6 -0.1 -0.642
N 0.8399 -0.0966 0.1314 0.3 0.5 0.1 -0.419
O -1.2967 0.6333 0.2021 -0.7 0.3 0.0 -0.439
O -3.7247 -0.1687 -0.0664 0.3 0.0 0.0 -0.673
H 2.7438 -1.6289 0.2859 0.1 -0.3 0.0 0.398
H -0.8111 -1.3527 -0.1388 -0.2 0.1 0.0 0.365
H 4.5536 0.3137 -0.1314 0.1 -0.2 0.1 0.271
H 3.1317 1.4507 -0.2747 -0.2 0.1 -0.1 0.285
H 0.9860 0.8956 0.3207 -0.2 -0.1 0.0 0.232
H -4.1960 0.0904 -0.8619 -0.1 0.1 -0.2 0.341
H -2.2807 0.3663 0.1207 0.3 -0.1 0.0 0.496
H -4.3528 -0.1180 0.6580 -0.2 0.0 0.2 0.340


[5]
14
Properties=species:S:1:pos:R:3:forces:R:3:mulliken_charge:R:1 method="wB97M-V/def2-TZVPD" gap_ev=10.1728 charge=+1 e_above_lowest_kcal_mol=101.1 max_force_ev_per_a=5.07 homo_ev=-13.633 smiles=C[NH2+][C@H]1O[C@@H]1O lumo_energy_ev=-3.46
C -0.3341 0.5927 0.5051 -3.9 -2.3 0.9 -0.396
C -1.6182 -0.0802 -0.4710 2.5 -1.1 4.3 0.055
C 1.7196 -0.6185 -0.0668 1.0 -1.5 0.8 -0.762
N 0.9016 0.6220 -0.2108 1.3 2.0 0.1 -0.128
O -1.4203 1.1986 -0.1920 0.0 2.9 0.2 -0.370
O -2.5157 -0.8625 0.1095 0.8 -1.1 -2.1 -0.412
H -0.3802 0.5482 1.6609 0.3 0.3 -2.4 0.369
H -1.0898 -0.4921 -1.2592 0.1 -0.9 -2.1 0.468
H 1.0341 -1.4486 0.2217 0.2 0.4 -1.4 0.329
H 2.4360 -0.8192 -0.9747 -1.5 0.5 2.1 0.338
H 2.1959 -0.5602 0.9619 0.3 0.4 -1.6 0.339
H 0.6898 0.9773 -1.1528 0.1 -0.8 -0.2 0.437
H 1.4672 1.4086 0.1475 0.1 -0.2 -0.1 0.370
H -3.0859 -0.4660 0.7205 -1.4 1.4 1.5 0.362


[6]
15
Properties=species:S:1:pos:R:3:forces:R:3:mulliken_charge:R:1 method="wB97M-V/def2-TZVPD" gap_ev=6.7229 charge=-1 e_above_lowest_kcal_mol=29.5 max_force_ev_per_a=1.48 homo_ev=-2.988 lumo_energy_ev=3.73
O 2.7972 0.2531 -1.0565 0.4 -0.3 0.2 -0.630
C 2.1018 0.0167 -0.0824 -0.9 0.7 -0.5 0.127
N 0.8257 0.4348 0.0402 0.2 -0.3 0.6 -0.078
C 0.0708 0.3679 1.2819 1.2 -0.5 0.6 -0.518
C -1.4237 0.2038 1.0126 0.0 -0.2 0.4 -0.696
S -2.0426 1.0780 -0.4386 -0.1 0.2 -0.2 -0.657
H 2.4231 -0.5742 0.7883 0.3 -0.1 0.0 0.266
H 0.3634 0.9788 -0.6822 -0.1 0.0 -0.2 0.109
H 0.3978 1.1643 1.9686 -0.8 0.6 -0.5 0.365
H 0.4881 -0.4802 1.8522 -0.4 -0.3 -0.3 0.271
H -1.9814 0.4931 1.9080 0.1 0.1 0.1 0.312
H -1.5937 -0.8752 0.9251 -0.1 -0.1 -0.2 0.137
H -0.7088 -2.9930 -0.2511 -0.2 0.1 0.0 0.318
H 0.1519 -1.7703 -0.5696 -0.1 0.1 0.0 0.351
O 0.1794 -2.7350 -0.5023 0.2 -0.1 0.0 -0.675


[7]
15
Properties=species:S:1:pos:R:3:forces:R:3:mulliken_charge:R:1 method="wB97M-V/def2-TZVPD" gap_ev=6.2279 charge=-1 e_above_lowest_kcal_mol=91.1 max_force_ev_per_a=3.77 homo_ev=-2.281 lumo_energy_ev=3.95
C 1.1320 0.8111 -0.1744 -0.3 -1.3 0.0 -0.048
C 2.0230 1.6183 -0.6783 2.6 1.7 0.2 -0.997
C -2.6934 -0.1067 1.1642 0.7 -3.7 0.1 -0.077
N -2.3882 1.0836 1.3098 1.8 1.9 0.8 -0.661
O 0.7238 -2.3765 -1.7611 -0.2 0.4 -0.2 -0.683
O 0.3510 -1.4401 0.8725 -2.1 -1.5 0.0 -0.731
S 1.5896 -0.5831 0.7310 1.7 1.5 0.5 -0.075
H 0.1264 0.9549 -0.4894 -1.1 -0.3 0.1 0.378
H 1.8060 2.5117 -1.2276 -0.3 0.3 -0.3 0.308
H 0.6142 -1.9822 -0.8626 -0.2 -0.5 0.1 0.388
H 3.0577 1.5231 -0.2978 -0.3 0.0 -0.6 0.172
H -1.8782 -0.8648 1.1593 -0.5 0.1 -0.1 0.129
H -3.6908 -0.5794 1.1085 -0.1 1.0 -0.3 0.245
H 0.5529 -1.6198 -2.3352 0.1 -0.2 0.0 0.287
H -1.3259 1.0499 1.4812 -1.7 0.6 -0.6 0.365


[8]
15
Properties=species:S:1:pos:R:3:forces:R:3:mulliken_charge:R:1 method="wB97M-V/def2-TZVPD" gap_ev=6.6970 charge=-1 e_above_lowest_kcal_mol=97.4 max_force_ev_per_a=5.17 homo_ev=-2.808 lumo_energy_ev=3.89
C 0.5110 -0.7746 -1.4401 -1.0 0.1 -2.3 -1.051
C -0.3938 1.4711 1.7381 0.1 -1.3 -1.2 -0.220
C -0.5817 -1.3100 -0.5361 2.5 4.2 1.7 -0.743
N -0.8266 1.2356 0.3677 0.3 0.6 0.7 -0.513
O 0.3866 2.6575 1.8996 -1.3 1.8 -2.9 -0.579
O -2.3986 0.5718 -1.3701 -0.2 -0.7 -0.7 -0.649
S -1.8376 0.0613 -0.0968 1.1 0.8 1.4 0.242
H 1.0783 -1.5880 -1.8960 0.4 0.0 0.3 0.339
H 0.2226 -0.1301 -2.3246 -0.4 -0.7 1.0 0.244
H 1.0682 -0.1312 -0.8363 1.4 0.9 0.7 0.291
H 0.3132 0.7545 2.0501 1.2 -1.6 0.4 0.182
H -1.1372 1.3881 2.5057 -1.3 0.5 0.5 0.304
H 0.1506 3.1569 1.0313 0.6 -1.1 2.1 0.303
H 0.0159 -1.5331 0.3866 -1.0 0.3 -0.1 0.195
H -0.9408 -2.1835 -0.8244 -2.4 -3.8 -1.6 0.654


[9]
15
Properties=species:S:1:pos:R:3:forces:R:3:mulliken_charge:R:1 method="wB97M-V/def2-TZVPD" gap_ev=6.7306 charge=-1 e_above_lowest_kcal_mol=30.1 max_force_ev_per_a=1.72 homo_ev=-2.953 lumo_energy_ev=3.78
O 0.0362 1.7819 3.3681 0.0 0.2 -0.2 -0.621
C -0.5089 1.1319 2.4850 0.2 0.6 0.7 0.035
N -0.2010 1.1689 1.1790 -0.4 -0.4 0.6 -0.057
C -0.4582 0.0123 0.3427 0.0 -0.5 -0.7 -0.474
C 0.8347 -0.6017 -0.1914 0.3 1.7 -0.2 -0.733
S 1.7694 0.6463 -1.1814 0.0 -0.2 -0.1 -0.684
H -1.3667 0.5079 2.7843 0.0 -0.4 -0.5 0.309
H 0.5731 1.7756 0.9293 0.2 -0.3 -0.4 0.219
H -1.1065 0.2356 -0.4949 0.0 0.5 -0.4 0.213
H -1.0056 -0.7449 0.8992 -0.1 0.0 0.6 0.347
H 0.6117 -1.4242 -0.8557 -0.1 -0.6 0.3 0.162
H 1.4531 -0.8332 0.6727 0.1 -0.7 0.0 0.322
H -0.5463 -1.9035 -3.0100 0.6 0.6 -0.1 0.293
H 0.4066 -0.6962 -3.4497 0.0 -0.2 0.7 0.308
O -0.4917 -1.0568 -3.4772 -0.6 -0.3 -0.4 -0.641


[10]
15
Properties=species:S:1:pos:R:3:forces:R:3:mulliken_charge:R:1 method="wB97M-V/def2-TZVPD" gap_ev=8.2307 charge=-1 e_above_lowest_kcal_mol=55.4 max_force_ev_per_a=6.08 homo_ev=-4.031 lumo_energy_ev=4.20
C -1.8599 0.6324 1.1690 -4.2 0.2 -4.4 -0.832
N -1.6412 1.3260 -0.2470 -1.2 -0.3 2.0 -0.401
C -0.2780 1.2085 -0.6063 0.2 4.1 -1.4 -0.650
C 0.1446 -0.2551 -0.7435 0.6 1.2 -0.2 0.675
O 1.3975 -0.3562 -0.6568 -0.2 -1.4 -0.2 -0.782
O -0.8097 -1.0505 -0.9039 1.4 -0.2 0.0 -0.692
H -2.2808 -0.4374 1.0816 1.5 1.4 0.1 0.199
H -2.7745 1.2376 1.3229 0.5 -0.3 1.6 0.331
H -1.0450 0.7891 1.8109 0.9 0.2 0.8 0.356
H -2.2897 0.9607 -0.9575 0.7 -0.4 0.8 0.260
H 0.2109 1.9791 0.0893 0.3 -2.0 -0.1 0.288
H -0.0828 1.9767 -1.5187 -0.4 -2.4 0.9 0.219
H 2.9387 -1.2487 0.5209 0.8 0.0 -0.2 0.371
H 1.8691 -1.2900 1.3029 -2.5 0.3 0.5 0.336
O 2.7750 -1.4389 1.4559 1.7 -0.3 -0.2 -0.678


[11]
15
Properties=species:S:1:pos:R:3:forces:R:3:mulliken_charge:R:1 method="wB97M-V/def2-TZVPD" gap_ev=7.5097 charge=-1 e_above_lowest_kcal_mol=41.4 max_force_ev_per_a=3.35 homo_ev=-3.812 lumo_energy_ev=3.70
O -0.8541 -0.7011 -2.1053 0.2 -0.8 0.1 -0.671
C -0.8830 -0.6908 -0.8770 -0.9 2.0 0.4 0.674
N -0.2293 0.2573 -0.1638 1.0 -0.5 -1.8 -0.066
C 0.7595 1.1920 -0.8228 0.9 0.5 3.2 -0.385
O 1.3551 1.8942 0.2472 -1.2 0.1 -1.1 -0.900
C -1.9167 -1.4182 -0.0529 -0.6 0.1 1.2 -1.104
H -0.1253 0.3076 0.8298 -0.1 -0.3 0.3 0.223
H 0.1378 1.7413 -1.5334 0.5 0.4 -0.3 0.273
H 1.6491 0.6993 -1.2074 -0.7 -0.9 -1.2 0.240
H -2.6869 -0.7103 0.3121 0.3 0.1 -0.6 0.264
H -2.4796 -2.2021 -0.5580 0.5 -0.2 0.0 0.320
H -1.4722 -1.6989 0.9147 0.0 -0.6 -0.4 0.300
H 2.0124 0.1505 2.3914 0.1 0.1 -0.2 0.232
H 2.1099 0.9155 0.9712 0.2 0.2 0.6 0.375
O 2.6232 0.2637 1.6541 -0.1 -0.2 -0.1 -0.774


[12]
15
Properties=species:S:1:pos:R:3:forces:R:3:mulliken_charge:R:1 method="wB97M-V/def2-TZVPD" gap_ev=7.8871 charge=-1 e_above_lowest_kcal_mol=11.8 max_force_ev_per_a=1.31 homo_ev=-4.180 lumo_energy_ev=3.71
C -0.4121 0.3079 0.8181 0.4 -0.2 0.0 -0.414
N 0.6713 0.6739 -0.0632 0.3 -0.1 -0.2 -0.236
C 0.5608 1.9576 -0.7439 0.1 -0.1 -0.3 0.496
O -0.5971 2.3058 -1.0504 0.0 0.0 0.2 -0.721
O 1.6548 2.5017 -0.9899 0.2 0.1 0.1 -0.778
C -0.2270 -1.1259 1.3500 0.1 0.2 -1.3 -1.117
H -0.4268 0.9880 1.6807 -0.5 0.1 0.0 0.373
H -1.3047 0.4168 0.1990 -0.1 0.0 0.5 0.321
H 1.5857 0.5720 0.3585 0.0 0.2 -0.1 0.199
H 0.3756 -1.6735 0.6180 0.1 0.0 0.0 0.261
H -1.1752 -1.6591 1.3471 -0.1 0.0 0.7 0.307
H 0.3482 -1.1516 2.2687 -0.3 -0.2 0.4 0.362
H -0.0973 -0.6678 -2.1658 -0.2 0.0 0.2 0.337
H -0.3177 -1.9716 -1.4359 0.0 0.0 0.1 0.302
O -0.6385 -1.4741 -2.1910 0.2 0.0 -0.3 -0.690


Please write out number 8 again, unchanged.
15
Properties=species:S:1:pos:R:3:forces:R:3:mulliken_charge:R:1 method="wB97M-V/def2-TZVPD" gap_ev=6.6970 charge=-1 e_above_lowest_kcal_mol=97.4 max_force_ev_per_a=5.17 homo_ev=-2.808 lumo_energy_ev=3.89
C 0.5110 -0.7746 -1.4401 -1.0 0.1 -2.3 -1.051
C -0.3938 1.4711 1.7381 0.1 -1.3 -1.2 -0.220
C -0.5817 -1.3100 -0.5361 2.5 4.2 1.7 -0.743
N -0.8266 1.2356 0.3677 0.3 0.6 0.7 -0.513
O 0.3866 2.6575 1.8996 -1.3 1.8 -2.9 -0.579
O -2.3986 0.5718 -1.3701 -0.2 -0.7 -0.7 -0.649
S -1.8376 0.0613 -0.0968 1.1 0.8 1.4 0.242
H 1.0783 -1.5880 -1.8960 0.4 0.0 0.3 0.339
H 0.2226 -0.1301 -2.3246 -0.4 -0.7 1.0 0.244
H 1.0682 -0.1312 -0.8363 1.4 0.9 0.7 0.291
H 0.3132 0.7545 2.0501 1.2 -1.6 0.4 0.182
H -1.1372 1.3881 2.5057 -1.3 0.5 0.5 0.304
H 0.1506 3.1569 1.0313 0.6 -1.1 2.1 0.303
H 0.0159 -1.5331 0.3866 -1.0 0.3 -0.1 0.195
H -0.9408 -2.1835 -0.8244 -2.4 -3.8 -1.6 0.654